{"formula": "H3O2PS4", "method": "ωB97M-V with the def2-TZVPD basis set", "elements": ["O", "O", "P", "S", "S", "S", "S", "H", "H", "H"], "xyz": [[-1.058, -1.335, 0.984], [-1.926, 0.801, 0.199], [-0.877, 0.266, 1.379], [0.840, 0.726, 0.240], [-2.390, 2.367, -0.082], [2.858, -0.478, 0.473], [4.480, 0.406, -0.040], [-1.322, -1.381, 0.097], [-1.814, 2.563, -1.459], [2.587, -1.361, -0.531]], "orbital_gap_ev": [7.05, 7.06], "homo_energy_ev": [-8.85, -8.85], "charge": 0, "total_energy_ev": -56771.9326, "smiles": "OP(OS)#S#[SH]=S", "de_lowest_kj_mol": 223.2}


{"formula": "C30H46BF2O18S4", "method": "ωB97M-V with the def2-TZVPD basis set", "elements": ["O", "C", "O", "B", "O", "C", "O", "O", "C", "O", "C", "O", "O", "F", "C", "C", "C", "C", "C", "C", "H", "H", "H", "H", "H", "F", "C", "C", "C", "C", "C", "C", "H", "H", "H", "H", "H", "C", "S", "O", "C", "H", "H", "H", "H", "H", "H", "C", "S", "O", "C", "H", "H", "H", "H", "H", "H", "C", "S", "O", "C", "H", "H", "H", "H", "H", "H", "C", "S", "O", "C", "H", "H", "H", "H", "H", "H", "C", "O", "C", "O", "O", "C", "H", "H", "H", "H", "H", "H", "C", "O", "C", "O", "O", "C", "H", "H", "H", "H", "H", "H"], "xyz": [[-2.736, -1.563, 1.145], [-1.717, -0.783, 1.065], [-0.969, -0.661, 0.005], [0.130, 0.231, 0.304], [-0.106, 0.647, 1.706], [-1.164, 0.095, 2.243], [-1.638, 0.340, 3.372], [0.146, 1.318, -0.676], [1.261, 1.258, -1.358], [1.653, 1.950, -2.267], [2.116, 0.136, -0.789], [1.400, -0.503, 0.124], [3.305, -0.137, -1.155], [-7.348, -5.177, 2.995], [-6.532, -4.083, 3.105], [-7.158, -2.781, 3.056], [-6.349, -1.695, 3.189], [-5.015, -1.870, 3.375], [-4.350, -3.083, 3.430], [-5.110, -4.236, 3.251], [-8.211, -2.637, 2.864], [-6.484, -0.624, 3.158], [-4.310, -1.052, 3.354], [-3.275, -3.127, 3.529], [-4.658, -5.215, 3.191], [-0.970, -3.529, 5.308], [-0.056, -2.857, 4.590], [0.278, -3.313, 3.292], [1.299, -2.723, 2.619], [1.967, -1.571, 3.129], [1.580, -1.113, 4.350], [0.592, -1.727, 5.144], [-0.357, -4.058, 2.836], [1.561, -2.989, 1.606], [2.718, -0.922, 2.704], [2.063, -0.229, 4.739], [0.351, -1.228, 6.071], [-1.413, 4.758, -2.873], [-3.003, 4.566, -1.942], [-4.017, 3.636, -2.641], [-2.322, 3.643, -0.510], [-0.892, 3.804, -2.949], [-0.791, 5.497, -2.368], [-1.622, 5.169, -3.861], [-3.179, 3.600, 0.161], [-1.498, 4.127, 0.013], [-1.872, 2.693, -0.798], [-1.124, -4.768, -0.909], [-0.825, -4.125, -2.634], [-2.007, -3.235, -2.905], [0.661, -3.192, -2.074], [-1.062, -3.991, -0.148], [-0.354, -5.538, -0.860], [-2.095, -5.262, -0.860], [1.353, -3.942, -1.690], [0.202, -2.539, -1.332], [1.054, -2.489, -2.809], [-4.371, 2.455, 4.500], [-3.493, 3.840, 3.789], [-4.322, 4.280, 2.579], [-3.970, 5.064, 5.150], [-4.425, 2.522, 5.586], [-3.941, 1.511, 4.165], [-5.392, 2.475, 4.117], [-5.013, 5.242, 5.413], [-3.510, 6.038, 4.989], [-3.464, 4.720, 6.052], [-1.989, 0.604, -3.582], [-3.458, 0.873, -2.430], [-4.622, 1.421, -3.165], [-3.817, -0.949, -2.060], [-2.348, 0.204, -4.531], [-1.330, -0.091, -3.064], [-1.485, 1.568, -3.658], [-4.044, -1.407, -3.022], [-4.565, -1.030, -1.271], [-2.898, -1.421, -1.711], [5.423, 2.354, -0.884], [6.197, 3.396, -0.299], [7.552, 3.328, -0.487], [8.141, 2.345, -0.870], [8.142, 4.491, -0.020], [9.575, 4.517, 0.162], [5.901, 2.059, -1.818], [4.408, 2.735, -0.994], [5.563, 1.488, -0.238], [10.099, 5.454, 0.346], [10.091, 4.068, -0.686], [9.711, 3.918, 1.063], [6.460, -1.534, -7.590], [5.772, -0.969, -6.500], [5.152, -1.840, -5.637], [5.014, -3.029, -5.863], [4.701, -1.170, -4.639], [3.981, -1.801, -3.571], [7.317, -2.194, -7.459], [6.924, -0.750, -8.188], [5.794, -1.880, -8.380], [3.879, -2.850, -3.850], [3.021, -1.310, -3.414], [4.538, -1.645, -2.647]], "orbital_gap_ev": [2.37, 6.31], "homo_energy_ev": [1.13, -2.81], "charge": -2, "total_energy_ev": -118163.2328, "spin_multiplicity": 2}


{"formula": "C33H56BBr2HfN6O3Se3Si4Te2", "method": "ωB97M-V with the def2-TZVPD basis set", "elements": ["Hf", "Se", "Se", "Te", "Se", "C", "C", "C", "C", "C", "C", "Br", "C", "C", "Br", "C", "O", "C", "N", "H", "H", "H", "H", "H", "H", "C", "N", "C", "C", "N", "N", "C", "N", "N", "H", "H", "H", "H", "H", "H", "H", "H", "H", "H", "H", "C", "C", "C", "C", "C", "C", "C", "C", "O", "B", "O", "C", "C", "H", "H", "H", "H", "H", "H", "H", "H", "H", "H", "H", "H", "C", "Si", "C", "C", "Si", "Te", "Si", "C", "C", "C", "Si", "C", "C", "C", "H", "H", "H", "H", "H", "H", "H", "H", "H", "H", "H", "H", "H", "H", "H", "H", "H", "H", "H", "H", "H", "H", "H", "H", "H", "H", "H"], "xyz": [[2.981, 0.428, -0.205], [5.796, 0.696, -1.117], [7.142, 1.973, 0.281], [6.442, 0.951, 2.462], [4.047, 1.589, 2.139], [3.774, -1.970, 2.753], [4.373, -2.400, 1.453], [5.241, -3.524, 1.472], [5.730, -4.048, 0.320], [5.350, -3.474, -0.913], [5.769, -3.932, -2.186], [6.909, -5.448, -2.328], [5.367, -3.309, -3.330], [4.516, -2.196, -3.252], [3.984, -1.334, -4.844], [4.073, -1.701, -2.045], [3.278, -0.666, -1.941], [4.507, -2.354, -0.852], [4.053, -1.807, 0.321], [4.440, -2.226, 3.576], [2.828, -2.500, 2.893], [3.571, -0.902, 2.770], [5.500, -3.955, 2.429], [6.394, -4.902, 0.334], [5.696, -3.663, -4.296], [2.250, 5.483, 1.951], [1.505, 4.241, 1.763], [1.126, 3.571, 3.007], [1.871, 3.416, 0.724], [1.640, 2.156, 0.665], [2.515, 4.049, -0.324], [2.871, 3.458, -1.518], [3.108, 4.392, -2.514], [3.015, 2.201, -1.638], [1.939, 5.922, 2.894], [2.010, 6.221, 1.180], [3.331, 5.315, 1.982], [0.750, 4.326, 3.694], [1.976, 3.047, 3.455], [0.322, 2.861, 2.832], [1.141, 1.802, 1.475], [2.685, 5.034, -0.263], [2.362, 5.064, -2.628], [3.395, 3.984, -3.391], [3.274, 1.894, -2.570], [-2.568, -5.398, 3.137], [-3.044, -4.051, 3.681], [-4.440, -3.772, 3.107], [-3.136, -4.162, 5.208], [-2.100, -2.906, 3.298], [-2.366, -1.617, 3.766], [-1.562, -0.523, 3.450], [-0.475, -0.760, 2.641], [0.465, 0.108, 2.167], [1.336, -0.639, 1.295], [0.918, -1.992, 1.389], [-0.196, -2.029, 2.166], [-0.987, -3.115, 2.478], [-3.265, -6.180, 3.446], [-1.580, -5.661, 3.519], [-2.528, -5.400, 2.047], [-5.132, -4.573, 3.382], [-4.400, -3.711, 2.018], [-4.843, -2.829, 3.478], [-3.811, -4.975, 5.488], [-3.514, -3.243, 5.657], [-2.154, -4.365, 5.639], [-3.235, -1.448, 4.391], [-1.789, 0.471, 3.815], [-0.735, -4.086, 2.079], [-2.181, -0.281, -5.240], [-2.107, 1.337, -4.283], [-3.650, 2.342, -4.714], [-0.608, 2.317, -4.864], [-1.916, 0.854, -2.003], [0.322, -0.176, -1.840], [-2.095, 2.821, -0.780], [-3.731, 3.732, -1.027], [-1.930, 2.438, 1.054], [-0.696, 3.971, -1.322], [-3.559, -0.685, -1.381], [-3.750, -0.724, 0.492], [-5.231, -0.246, -2.144], [-3.067, -2.400, -1.960], [-2.135, -0.102, -6.318], [-3.107, -0.820, -5.024], [-1.343, -0.924, -4.959], [-3.744, 2.454, -5.798], [-3.606, 3.343, -4.277], [-4.557, 1.862, -4.342], [-0.625, 2.451, -5.950], [0.306, 1.787, -4.587], [-0.581, 3.305, -4.398], [-4.575, 3.106, -0.726], [-3.883, 4.008, -2.072], [-3.759, 4.645, -0.424], [-2.876, 2.068, 1.460], [-1.628, 3.320, 1.625], [-1.187, 1.651, 1.190], [-0.949, 4.467, -2.263], [0.201, 3.369, -1.488], [-0.485, 4.735, -0.568], [-4.214, 0.193, 0.866], [-2.777, -0.828, 0.979], [-4.369, -1.567, 0.811], [-5.546, 0.761, -1.858], [-6.001, -0.950, -1.814], [-5.188, -0.282, -3.235], [-2.087, -2.663, -1.558], [-2.997, -2.454, -3.049], [-3.799, -3.142, -1.623]], "orbital_gap_ev": 6.07, "homo_energy_ev": -4.07, "charge": -1, "total_energy_ev": -434431.9926, "de_lowest_kj_mol": 0.0}


{"formula": "C33H72BF6N4O4S2", "method": "ωB97M-V with the def2-TZVPD basis set", "elements": ["B", "F", "F", "F", "F", "C", "C", "C", "C", "N", "C", "C", "C", "C", "C", "C", "C", "H", "H", "H", "H", "H", "H", "H", "H", "H", "H", "H", "H", "H", "H", "H", "H", "H", "H", "H", "H", "H", "H", "H", "H", "C", "C", "C", "C", "N", "C", "C", "C", "C", "C", "C", "C", "H", "H", "H", "H", "H", "H", "H", "H", "H", "H", "H", "H", "H", "H", "H", "H", "H", "H", "H", "H", "H", "H", "H", "H", "C", "C", "C", "C", "N", "C", "C", "C", "C", "C", "C", "C", "H", "H", "H", "H", "H", "H", "H", "H", "H", "H", "H", "H", "H", "H", "H", "H", "H", "H", "H", "H", "H", "H", "H", "H", "N", "S", "O", "O", "F", "S", "O", "O", "F"], "xyz": [[0.647, 1.717, -0.158], [0.226, 0.349, -0.278], [2.001, 1.672, 0.199], [0.502, 2.353, -1.373], [-0.065, 2.352, 0.880], [1.902, -0.770, 2.064], [0.951, -0.623, 3.290], [0.449, 0.838, 3.357], [1.458, 1.826, 3.948], [1.128, 3.288, 3.733], [1.227, 3.598, 2.218], [2.004, 4.881, 2.092], [2.220, 5.481, 3.499], [2.228, 4.199, 4.319], [-0.272, 3.717, 4.163], [-0.561, 3.498, 5.656], [-2.040, 3.801, 5.901], [1.268, -0.814, 1.180], [2.537, -1.655, 2.061], [2.499, 0.143, 2.050], [1.355, -0.880, 4.269], [0.153, -1.322, 3.045], [-0.483, 0.820, 3.933], [0.009, 1.220, 2.429], [2.494, 1.785, 3.615], [1.476, 1.793, 5.039], [0.245, 3.793, 1.786], [1.566, 2.683, 1.738], [1.587, 5.546, 1.339], [2.982, 4.605, 1.688], [1.441, 6.205, 3.736], [3.152, 6.040, 3.466], [1.989, 4.408, 5.360], [3.219, 3.763, 4.217], [-0.954, 3.312, 3.423], [-0.185, 4.803, 4.117], [0.087, 4.156, 6.238], [-0.278, 2.499, 5.992], [-2.288, 4.795, 5.530], [-2.137, 3.883, 6.983], [-2.613, 2.995, 5.451], [-1.574, -5.605, -0.919], [-1.952, -4.227, -1.484], [-1.968, -3.146, -0.376], [-2.530, -1.886, -1.030], [-3.160, -0.852, -0.064], [-2.438, -0.670, 1.288], [-2.739, 0.707, 1.782], [-3.200, 1.501, 0.579], [-3.027, 0.550, -0.643], [-4.608, -1.315, 0.256], [-5.560, -1.232, -0.906], [-6.966, -1.727, -0.513], [-1.750, -6.337, -1.717], [-2.318, -6.066, -0.260], [-0.588, -5.795, -0.503], [-2.929, -4.265, -1.967], [-1.299, -3.912, -2.300], [-0.980, -2.925, 0.028], [-2.621, -3.472, 0.435], [-3.287, -1.979, -1.803], [-1.711, -1.338, -1.496], [-2.654, -1.485, 1.974], [-1.435, -0.753, 0.864], [-3.419, 0.788, 2.631], [-1.829, 1.180, 2.164], [-4.271, 1.602, 0.779], [-2.765, 2.487, 0.451], [-3.747, 0.832, -1.403], [-1.994, 0.604, -0.975], [-4.864, -0.776, 1.171], [-4.437, -2.317, 0.657], [-5.314, -1.965, -1.678], [-5.557, -0.257, -1.387], [-7.602, -1.550, -1.383], [-7.403, -1.107, 0.273], [-7.105, -2.777, -0.261], [5.765, 0.615, 0.057], [5.218, -0.780, 0.136], [3.954, -1.033, -0.657], [4.199, -0.959, -2.152], [2.880, -1.033, -2.899], [3.118, -1.204, -4.446], [2.137, -0.243, -5.088], [2.068, 0.953, -4.178], [2.035, 0.239, -2.825], [1.968, -2.227, -2.504], [2.743, -3.558, -2.437], [1.732, -4.669, -2.154], [6.727, 0.555, 0.571], [5.083, 1.284, 0.590], [5.932, 1.089, -0.911], [5.062, -0.955, 1.203], [6.002, -1.493, -0.149], [3.275, -0.272, -0.257], [3.549, -1.954, -0.232], [4.752, -1.804, -2.560], [4.720, -0.041, -2.411], [3.038, -2.215, -4.837], [4.127, -0.845, -4.668], [1.246, -0.871, -5.014], [2.463, -0.049, -6.108], [1.149, 1.431, -4.516], [2.890, 1.664, -4.249], [0.997, -0.035, -2.665], [2.450, 0.927, -2.095], [1.097, -2.160, -3.155], [1.694, -1.732, -1.567], [3.397, -3.498, -1.567], [3.315, -3.682, -3.354], [1.062, -4.683, -3.018], [1.090, -4.397, -1.315], [2.152, -5.656, -1.981], [-3.400, -0.072, -3.755], [-3.979, -0.861, -4.911], [-3.756, -2.285, -4.950], [-4.113, -0.145, -6.165], [-5.527, -0.793, -4.445], [-1.860, -0.099, -4.247], [-1.520, 0.399, -5.546], [-1.046, -1.206, -3.810], [-1.406, 1.082, -3.218]], "orbital_gap_ev": 9.32, "homo_energy_ev": -11.20, "charge": 1, "total_energy_ev": -88188.1676}


{"formula": "C5H10NO", "method": "ωB97M-V with the def2-TZVPD basis set", "elements": ["C", "C", "C", "C", "C", "N", "O", "H", "H", "H", "H", "H", "H", "H", "H", "H", "H"], "xyz": [[-2.115, 0.388, 0.444], [-0.738, 0.244, 0.593], [-2.952, -0.318, -0.261], [2.186, 0.674, -0.611], [1.556, -0.546, 0.116], [0.111, -0.586, 0.060], [-4.213, 0.010, -0.318], [-2.600, 1.344, 0.862], [-0.268, 0.966, 1.244], [-2.515, -1.115, -0.840], [3.181, 0.439, -0.583], [1.895, 0.660, -1.677], [1.962, 1.612, -0.312], [1.985, -0.310, 1.092], [1.986, -1.490, -0.286], [-0.138, -1.357, -0.535], [-4.682, -0.587, -0.914]], "orbital_gap_ev": 9.19, "homo_energy_ev": -14.08, "charge": 1, "total_energy_ev": -8876.6255, "smiles": "CC/[NH+]=C/C=C/O", "de_lowest_kj_mol": 188.6}


{"formula": "C4H5N3OS", "method": "ωB97M-V with the def2-TZVPD basis set", "elements": ["C", "C", "C", "C", "N", "N", "N", "O", "S", "H", "H", "H", "H", "H"], "xyz": [[-0.723, 1.531, 0.116], [-2.071, 1.816, 0.142], [-0.629, 0.185, -0.150], [1.082, -1.420, 0.003], [-2.781, 0.722, -0.072], [-1.925, -0.258, -0.363], [1.988, -0.539, 0.138], [0.861, -2.554, -0.066], [3.682, -1.238, -0.016], [0.068, 2.212, 0.401], [-2.390, 2.790, 0.546], [-2.102, -1.216, -0.583], [1.898, 0.452, 0.112], [3.041, -2.483, -0.208]], "orbital_gap_ev": 8.09, "homo_energy_ev": -8.81, "charge": 0, "total_energy_ev": -21577.6375, "de_lowest_kj_mol": 518.9}


What did the sixth record say?
{"formula": "C4H5N3OS", "method": "ωB97M-V with the def2-TZVPD basis set", "elements": ["C", "C", "C", "C", "N", "N", "N", "O", "S", "H", "H", "H", "H", "H"], "xyz": [[-0.723, 1.531, 0.116], [-2.071, 1.816, 0.142], [-0.629, 0.185, -0.150], [1.082, -1.420, 0.003], [-2.781, 0.722, -0.072], [-1.925, -0.258, -0.363], [1.988, -0.539, 0.138], [0.861, -2.554, -0.066], [3.682, -1.238, -0.016], [0.068, 2.212, 0.401], [-2.390, 2.790, 0.546], [-2.102, -1.216, -0.583], [1.898, 0.452, 0.112], [3.041, -2.483, -0.208]], "orbital_gap_ev": 8.09, "homo_energy_ev": -8.81, "charge": 0, "total_energy_ev": -21577.6375, "de_lowest_kj_mol": 518.9}